70
Properties=species:S:1:pos:R:3 method="wB97M-V/def2-TZVPD" e_above_lowest_kcal_mol=0.00 homo_lumo_gap_ev=7.985
Pt -0.546 -1.446 0.867
I -1.501 1.115 -2.201
C 0.392 0.233 -2.113
C 0.584 -0.771 -3.026
C 1.856 -1.322 -3.251
C 2.933 -0.782 -2.617
C 2.766 0.255 -1.671
C 3.922 0.837 -1.092
C 3.823 1.833 -0.174
C 2.546 2.179 0.307
C 1.392 1.633 -0.203
P -0.046 1.802 0.885
C -1.073 3.212 0.476
C -2.435 3.128 0.754
C -3.254 4.213 0.482
C -2.715 5.372 -0.061
C -1.356 5.453 -0.335
C -0.531 4.372 -0.066
C 0.615 2.131 2.531
C 1.419 1.148 3.117
C 1.889 1.327 4.406
C 1.566 2.479 5.114
C 0.770 3.453 4.534
C 0.291 3.281 3.241
C 1.470 0.725 -1.320
H -0.256 -1.118 -3.613
H 1.974 -2.121 -3.971
H 3.938 -1.128 -2.829
H 4.891 0.472 -1.412
H 4.703 2.299 0.247
H 2.490 2.847 1.157
H -2.849 2.208 1.151
H -4.314 4.148 0.685
H -3.358 6.215 -0.278
H -0.941 6.354 -0.766
H 0.527 4.424 -0.298
H 1.676 0.260 2.548
H 2.509 0.566 4.862
H 1.936 2.614 6.122
H 0.515 4.348 5.086
H -0.336 4.042 2.795
C 1.441 -5.169 0.787
C 1.028 -3.740 0.819
N -0.194 -3.349 0.802
O -1.212 -4.255 0.756
C 1.938 -2.562 0.920
C 3.425 -2.790 0.940
N 1.422 -1.398 0.991
O -0.908 0.562 0.920
H 0.624 -5.805 0.457
H 1.748 -5.491 1.786
H 2.296 -5.297 0.124
H -2.002 -3.670 0.743
H 3.722 -3.457 1.754
H 3.920 -1.830 1.066
H 3.767 -3.242 0.005
Cl -3.467 -3.318 -5.780
C -3.474 -2.781 -4.124
C -4.625 -2.223 -3.592
C -4.616 -1.797 -2.274
C -3.477 -1.924 -1.483
C -2.338 -2.488 -2.043
C -2.328 -2.918 -3.362
C -3.555 -1.418 -0.051
O -4.539 -0.787 0.282
O -2.597 -1.740 0.776
H -5.510 -2.124 -4.204
H -5.494 -1.346 -1.831
H -1.435 -2.577 -1.457
H -1.441 -3.360 -3.797